(1)
Below is C45H36Cl2FeN4O2Sb2 as an isolated structure, with properties calculated with ωB97M-V/def2-TZVPD.

The geometry in XYZ format:
```
92
C45H36Cl2FeN4O2Sb2 ωB97M-V/def2-TZVPD
C 2.64 -0.95 -0.40
C 0.74 -2.83 3.92
C 4.68 -3.22 -3.70
C 2.90 0.50 0.04
H -0.24 2.50 -5.28
N -2.11 -1.91 0.24
C -5.10 -2.90 3.02
H -5.07 -0.87 3.66
H 7.57 -4.31 -2.31
C 1.21 2.87 -3.74
C -3.68 3.60 2.72
C -3.35 4.82 2.16
C 1.71 4.69 0.42
H 0.67 -0.91 -1.31
H 4.86 4.62 2.64
C 0.02 -0.60 3.44
C -0.90 1.78 -3.37
Cl -6.33 -3.32 4.17
N -0.49 -0.97 2.27
H -1.84 1.40 -3.74
C 1.71 -1.05 -1.60
C -4.58 -3.87 2.18
H 3.53 0.52 0.93
C -3.59 -3.50 1.28
H -2.20 5.78 0.60
C 3.98 4.65 2.02
C -2.83 -2.67 -3.37
H 0.30 -4.23 2.33
H 2.48 3.08 -2.03
H 1.22 -3.55 4.57
C 3.83 -3.30 -2.60
C 2.18 3.47 0.90
C 0.00 2.39 -4.23
H 6.08 -4.48 -0.34
C 3.50 5.85 1.54
H 0.84 4.73 -0.22
Fe -1.42 0.47 0.86
C -0.91 -2.57 0.55
H 2.24 -1.53 0.44
C 6.53 -4.03 -2.39
C -3.12 2.45 2.19
H -1.75 -3.70 -1.83
H -1.25 3.64 -0.20
H -4.36 3.50 3.56
Cl -5.11 -5.52 2.22
C -2.58 -1.85 -1.13
H -3.60 -0.01 -0.70
C -3.59 -1.57 -3.71
H -1.31 1.15 -1.38
H -0.07 0.45 3.69
N -2.25 2.48 1.18
H -3.18 -4.24 0.61
C -3.56 1.10 2.72
C 5.70 -4.13 -1.29
H 1.91 3.35 -4.41
C 0.63 2.10 -1.52
C 0.23 -3.21 2.70
C -0.39 -2.25 1.92
C 4.36 -3.77 -1.40
H 1.93 -0.25 -2.31
C -3.67 -1.19 2.07
H 3.72 -3.86 -0.52
C 6.02 -3.58 -3.60
Sb 1.74 -2.86 -2.78
C -3.87 -0.61 -2.75
H 4.30 -2.88 -4.66
C 1.52 2.72 -2.40
C -4.66 -1.60 2.98
C -3.37 -0.75 -1.46
O -0.31 -3.32 -0.18
C 3.32 3.46 1.71
C -2.33 -2.83 -2.08
H 1.01 -1.15 5.26
H -4.48 0.25 -2.99
N -3.20 0.09 1.91
H -3.96 -1.46 -4.72
H -2.61 -3.43 -4.11
H 6.66 -3.51 -4.47
H 3.71 2.53 2.10
C -0.58 1.64 -2.03
H -3.78 5.74 2.55
Sb 1.13 1.65 0.51
H 3.61 -1.39 -0.64
H 3.43 1.05 -0.74
H 2.00 6.82 0.35
H 4.01 6.78 1.78
C -3.14 -2.19 1.23
C 0.63 -1.50 4.30
C -2.48 4.86 1.08
O -4.20 1.08 3.77
C -1.95 3.66 0.63
C 2.37 5.88 0.74
```

The multiplicity is 5. The HOMO-LUMO gap (alpha / beta) comes out at 6.99 / 5.65 eV. As for the LUMO energy (alpha / beta): -0.1 / -0.6 eV. The total energy is -129810.923 eV. The value obtained for the energy relative to the best compared isomer or geometry (same formula, charge and spin) is 0.000 eV. The charge is 0.

***

(2)
Below is a 9-piece molecular cluster, H18O9 overall, with properties calculated with ωB97M-V/def2-TZVPD.

The geometry in XYZ format:
```
27
H18O9 ωB97M-V/def2-TZVPD
H 1.51 2.10 -0.68
O -1.04 3.08 3.94
H 0.73 -0.52 -3.51
H 0.11 0.18 -4.71
O 2.45 -3.05 -2.56
O 1.56 3.35 1.11
H 0.26 0.26 1.08
O 1.77 2.26 -1.60
H 2.12 -2.36 -1.98
H -0.65 1.05 0.15
H 2.23 -2.93 1.63
H -4.21 -2.20 0.13
H 1.11 2.88 -1.93
H 1.78 -3.27 3.05
O -2.93 -1.39 -1.25
H -3.29 -0.94 -2.02
H -0.18 3.23 3.52
H 3.35 -2.77 -2.77
O -3.97 -2.19 1.06
H 1.76 3.58 0.20
O 2.31 -3.61 2.32
H -3.26 -1.55 1.12
H -2.05 -1.66 -1.53
H 1.07 4.11 1.44
O -0.39 0.98 1.08
H -1.44 3.95 3.96
O 0.12 0.19 -3.75
```

The HOMO-LUMO gap comes out at 10.23 eV. As for the LUMO energy: -0.4 eV. The total energy is -18718.883 eV. Its structure (SMILES) is O.O.O.O.O.O.O.O.O. The value obtained for the energy relative to the best compared isomer or geometry (same formula, charge and spin) is 3.252 eV. The charge is 0.

***

- Which value of charge does entry 1 give?
  0

***

What did the second record say?
Below is a 9-piece molecular cluster, H18O9 overall, with properties calculated with ωB97M-V/def2-TZVPD.

The geometry in XYZ format:
```
27
H18O9 ωB97M-V/def2-TZVPD
H 1.51 2.10 -0.68
O -1.04 3.08 3.94
H 0.73 -0.52 -3.51
H 0.11 0.18 -4.71
O 2.45 -3.05 -2.56
O 1.56 3.35 1.11
H 0.26 0.26 1.08
O 1.77 2.26 -1.60
H 2.12 -2.36 -1.98
H -0.65 1.05 0.15
H 2.23 -2.93 1.63
H -4.21 -2.20 0.13
H 1.11 2.88 -1.93
H 1.78 -3.27 3.05
O -2.93 -1.39 -1.25
H -3.29 -0.94 -2.02
H -0.18 3.23 3.52
H 3.35 -2.77 -2.77
O -3.97 -2.19 1.06
H 1.76 3.58 0.20
O 2.31 -3.61 2.32
H -3.26 -1.55 1.12
H -2.05 -1.66 -1.53
H 1.07 4.11 1.44
O -0.39 0.98 1.08
H -1.44 3.95 3.96
O 0.12 0.19 -3.75
```

The HOMO-LUMO gap comes out at 10.23 eV. As for the LUMO energy: -0.4 eV. The total energy is -18718.883 eV. Its structure (SMILES) is O.O.O.O.O.O.O.O.O. The value obtained for the energy relative to the best compared isomer or geometry (same formula, charge and spin) is 3.252 eV. The charge is 0.

***

- What is the energy relative to the best compared isomer or geometry (same formula, charge and spin) in the first record?
  0.000 eV